Record 1
Computed, not measured: a single H2O4S3 molecule in a non-equilibrium geometry, with ωB97M-V with the def2-TZVPD basis set.

Geometry as XYZ:
```
9
Properties=species:S:1:pos:R:3
O -3.091 0.059 0.163
O -0.936 1.581 0.059
O 2.860 -0.254 -0.297
O 0.636 -1.084 0.689
S 2.088 -1.536 0.425
S -0.658 -1.327 -0.731
S -1.723 0.141 0.565
H 2.229 0.479 -0.147
H -1.405 1.942 -0.727
```

Values from the calculation:
E in Ha: -1496.60440
Energy above the lowest of the compared OMol25 structures with the same formula, charge and spin in kcal/mol: 23.3
LUMO (spin up / spin down) in eV: -1.526 / -1.524
Molar mass in g mol⁻¹: 162.2
Strongest force on any atom in eV/Å: 2.280
2S+1: 1
HOMO level (spin up / spin down) in eV: -8.53 / -8.53



Record 2
Computed, not measured: a molecular structure, H2ORb, with ωB97M-V with the def2-TZVPD basis set.

Geometry as XYZ:
```
4
Properties=species:S:1:pos:R:3
Rb -0.565 0.861 -2.113
O 0.472 -0.125 0.918
H -0.398 0.229 0.734
H 0.491 -0.965 0.460
```

Values from the calculation:
<S²>: 0.750
E in Ha: -100.45440
Energy above the lowest of the compared OMol25 structures with the same formula, charge and spin in kcal/mol: 0.1
LUMO (spin up / spin down) in eV: 0.049 / 0.165
Molar mass in g mol⁻¹: 103.5
Strongest force on any atom in eV/Å: 0.556
2S+1: 2
HOMO level (spin up / spin down) in eV: -4.03 / -11.99



Record 3
Computed, not measured: a single H2P2S molecule in a non-equilibrium geometry, with ωB97M-V with the def2-TZVPD basis set.

Geometry as XYZ:
```
5
Properties=species:S:1:pos:R:3
P -1.042 0.519 0.036
P 0.780 -0.359 -0.184
S -2.777 -0.285 -0.064
H -0.489 1.650 -0.685
H 0.262 -1.522 0.127
```

Values from the calculation:
E in Ha: -1082.02778
Energy above the lowest of the compared OMol25 structures with the same formula, charge and spin in kcal/mol: 17.6
LUMO in eV: -1.663
Molar mass in g mol⁻¹: 96.0
Strongest force on any atom in eV/Å: 3.061
2S+1: 1
HOMO level in eV: -8.72